No. 1
{"formula": "C18H39ClFO2P", "method": "ωB97M-V with the def2-TZVPD basis set", "smiles": "CCCCCCCCCCCCCP(F)(Cl)(C[C@@H](C)O)OCC", "e_lumo_ev": 0.511, "e_homo_ha": -0.367, "orbital_gap_ev": 10.511, "species": ["C", "H", "H", "C", "C", "H", "C", "C", "H", "H", "C", "H", "H", "H", "H", "C", "H", "C", "H", "H", "H", "F", "C", "H", "C", "H", "H", "O", "Cl", "H", "H", "C", "H", "C", "H", "C", "C", "H", "H", "H", "H", "H", "C", "C", "H", "H", "H", "H", "H", "H", "H", "H", "H", "C", "H", "H", "H", "O", "H", "C", "P", "H"], "coordinates": [[-0.0190, -0.1346, -5.9445], [1.6537, -2.4376, 2.1202], [2.2772, -0.8356, -0.3795], [-0.0893, -0.6045, -4.5075], [1.8907, -1.7379, 0.1058], [-3.4464, 3.5247, 2.6606], [-0.7721, 4.3058, 2.7737], [1.5849, 1.6824, 2.4936], [-0.5484, 4.3320, 4.9059], [3.7244, -1.0003, 2.0603], [0.7494, 4.1241, 2.6532], [1.1967, 5.0477, 2.2783], [-2.0024, -1.4818, -4.0476], [0.7087, 1.0417, 2.6409], [-0.0675, 0.5255, -2.8807], [-1.2479, 4.7345, 4.1671], [-2.6409, 3.3208, 5.0329], [-1.4975, -5.6064, -1.2070], [0.0866, -2.9087, 0.0091], [-3.0433, 4.9953, 5.3147], [-2.5338, -5.2946, -1.3384], [-1.5875, -2.5468, -2.0471], [0.9064, -2.7331, -1.9802], [-1.0614, -6.4578, -3.1484], [-3.6853, 4.2797, 3.4103], [1.9453, 1.9421, 3.4948], [-3.7335, 5.2471, 2.9040], [-1.1571, -4.4535, -3.3421], [1.1520, -3.6807, -4.6152], [-1.4884, -6.6197, -0.8008], [0.3500, 2.7188, 1.0734], [1.1784, 2.9575, 1.7497], [-1.0187, 0.1150, -6.3076], [-1.0203, -1.8253, -4.3712], [1.1681, 3.9749, 3.6536], [0.6061, -2.1621, -0.5970], [2.6674, 0.8760, 1.7740], [0.2991, -5.6159, -2.4302], [2.4874, 0.9278, 0.6936], [2.0101, 3.2668, 1.1090], [2.5817, -0.5924, 3.3238], [0.9230, -0.8621, -4.1814], [1.6739, -1.4781, 1.5956], [-0.7884, -5.5939, -2.5460], [3.6367, 1.3543, 1.9393], [-1.2656, 3.3726, 2.4820], [0.6838, -1.0298, 1.7428], [-4.6836, 4.0533, 3.7890], [-0.0643, -1.3036, -0.6769], [1.4278, -3.6896, -1.8923], [1.6153, -2.0981, -2.5172], [-1.0324, -4.9410, -0.4799], [0.3990, -0.9237, -6.5714], [-2.6727, 4.3040, 4.5532], [-1.1763, 5.8230, 4.2571], [0.6108, 0.7506, -6.0202], [-1.0926, 5.0564, 2.0462], [-0.5804, 0.4655, -3.7001], [2.6610, -2.5056, -0.0300], [2.7297, -0.5796, 2.2384], [-0.4583, -3.0383, -3.1620], [-1.1101, -2.3474, -5.3236]]}

---

No. 2
{"formula": "C18H39N7P2V", "method": "ωB97M-V with the def2-TZVPD basis set", "s2": 0.793, "spin_multiplicity": 2, "relative_energy_kcal_mol": 19.3, "e_lumo_ev": [-14.492, -13.931], "e_homo_ha": [-0.787, -0.787], "orbital_gap_ev": [6.924, 7.486], "total_charge": 4, "species": ["H", "H", "C", "H", "H", "H", "H", "C", "H", "H", "H", "H", "V", "H", "H", "N", "C", "H", "C", "H", "H", "H", "C", "H", "P", "C", "C", "H", "C", "H", "N", "C", "H", "H", "H", "H", "H", "P", "H", "H", "C", "N", "C", "C", "N", "N", "H", "H", "H", "H", "H", "N", "C", "H", "C", "C", "C", "H", "C", "H", "C", "N", "H", "H", "H", "H", "H"], "coordinates": [[-6.0059, 1.2688, 1.4523], [0.7869, 4.0848, 2.2525], [0.6038, 2.1109, 3.1364], [-5.1773, -0.2751, 1.8680], [1.3131, 3.2425, -1.8534], [1.8737, 4.3737, -0.6155], [1.7272, -0.3715, 4.3282], [1.3062, -0.8259, 3.4284], [4.9623, 0.2224, 2.7096], [1.4628, -1.9651, -0.9605], [0.4836, -0.6600, -1.6797], [2.6264, 1.0493, 1.9279], [0.0680, 0.3120, 0.1864], [3.9591, -2.1629, -1.6835], [-0.3182, 2.5023, 3.5705], [-2.7466, -0.1275, -1.2989], [1.1055, 3.0630, 2.0308], [-5.1034, -0.0540, -2.0145], [5.7609, 0.8475, 0.8041], [-7.0807, 0.0994, -0.4872], [-6.9151, -0.1600, 1.8883], [5.6668, -1.3054, 0.6309], [-1.0040, 3.7102, 0.1265], [-1.6711, 3.6041, 0.9817], [0.4771, 2.6846, 0.3415], [1.6960, 3.3172, -0.8335], [-1.3792, 0.0264, 3.4344], [4.6508, -0.7397, -2.4477], [4.7527, 0.9569, 1.9286], [-5.3790, 1.4744, -1.1606], [3.4028, 0.7278, 1.3873], [3.8614, -1.0783, -1.7776], [5.7117, 1.7202, 0.1500], [2.6401, 2.7781, -0.7575], [-6.9293, -2.2054, 0.3423], [1.3221, 2.0696, 3.9585], [6.1345, -0.4780, -0.8517], [0.1996, 0.3753, 2.6114], [-5.2002, -2.2522, 0.0657], [-0.6829, 4.7528, 0.0625], [5.4816, -0.4207, 0.0161], [-3.7131, 0.4020, -0.5653], [1.4757, -0.9117, -1.2568], [2.5156, -0.6870, -2.3448], [-1.6794, 0.0647, -0.6204], [1.7625, -0.0636, -0.0827], [-6.2966, -2.0797, -1.3009], [0.6956, -1.6753, 3.7388], [-3.7499, 1.4457, 1.3287], [6.7668, 0.8019, 1.2174], [-1.5278, 3.4650, -0.7988], [-1.8850, 0.7277, 0.5163], [-6.0316, 0.1791, 1.3501], [2.2848, -1.3028, -3.2126], [-3.1849, 0.9504, 0.5540], [3.1195, 0.0597, 0.2703], [-5.1055, 0.4241, -1.0365], [2.1123, -1.1956, 2.8005], [-6.1235, -0.2688, -0.1049], [-2.1067, 0.8179, 3.2642], [-6.1323, -1.7804, -0.2659], [4.0840, -0.4578, -0.4632], [4.7751, 1.9447, 2.3890], [-1.7825, -0.9333, 3.1067], [-1.1754, -0.0398, 4.5062], [2.5214, 0.3584, -2.6628], [2.1946, 3.0950, 1.9760]]}

---

No. 3
{"formula": "C18H39NO2", "method": "ωB97M-V with the def2-TZVPD basis set", "smiles": "NCC[C@H]1COC(=O)C1.CCCCCC.CCCCCC", "relative_energy_kcal_mol": 59.7, "e_lumo_ev": 0.607, "e_homo_ha": -0.340, "orbital_gap_ev": 9.862, "species": ["C", "N", "H", "H", "C", "H", "H", "C", "H", "H", "H", "C", "C", "H", "H", "H", "C", "H", "H", "C", "H", "H", "H", "C", "H", "H", "H", "H", "H", "O", "H", "C", "C", "H", "H", "C", "H", "H", "H", "H", "H", "C", "H", "C", "O", "H", "H", "C", "H", "C", "H", "H", "C", "H", "H", "H", "H", "H", "C", "C"], "coordinates": [[2.4042, -3.8216, -0.2973], [2.6003, -3.1065, 1.0033], [1.3461, 0.4986, 0.3982], [3.7437, 3.5084, 0.8811], [-4.0976, 0.1327, -1.6346], [7.2531, 1.1574, 1.6253], [-5.6775, -0.2829, -0.1940], [6.4351, 1.6906, 2.1171], [-3.7911, 3.0533, 0.2757], [5.9373, 0.9871, 2.7878], [-4.2583, 4.5798, -1.7617], [3.3942, 2.2614, 2.6084], [4.3263, 3.0564, 1.6901], [-4.1896, -1.2122, 0.0636], [6.8707, 2.4927, 2.7198], [2.1708, -3.6119, 1.7895], [5.4757, 2.2544, 1.0772], [-0.1721, -5.3282, -2.4127], [-2.7213, 0.9049, -0.1733], [0.0217, -3.2003, -1.4159], [-4.2466, 3.1997, -2.8743], [3.4866, 0.3238, 1.6345], [-5.2865, -1.6306, -1.2604], [-0.4648, -4.7483, -1.4844], [-4.8819, 1.7335, 0.6257], [1.9022, -1.8740, -1.3282], [2.6132, 2.9369, 2.9761], [-5.6710, 4.2350, -2.7679], [2.0017, -3.3459, -2.4266], [-2.5116, -4.1716, 1.0975], [-2.8238, 1.8619, -1.6331], [-5.4512, 2.9009, -1.0840], [-4.8675, 3.7763, -2.1853], [-1.5862, -1.8281, -0.6124], [4.7430, 3.8937, 2.2621], [-3.4282, 1.3028, -0.9109], [-0.4000, -2.1930, 0.7059], [-4.7721, 0.4994, -2.4145], [5.0879, 1.4410, 0.4566], [2.3717, 1.8714, -0.0163], [2.2757, -2.1334, 0.9489], [2.7302, 1.0424, 1.9660], [6.0381, 2.9118, 0.4051], [-4.8568, -0.7977, -0.6979], [-1.9025, -4.5596, -1.2245], [3.9468, 1.9328, 3.4947], [3.4610, -4.0196, -0.7207], [-0.8828, -2.6488, -0.2165], [-3.3225, -0.4471, -2.1478], [1.8187, 1.4001, 0.7991], [-0.3071, -2.5707, -2.3245], [2.1338, 0.5299, 2.7283], [-1.9137, -3.8787, 0.0566], [-6.1013, 3.5195, -0.4557], [-6.0931, 2.1335, -1.5268], [1.9595, -4.8414, -0.0537], [-0.1192, -5.1327, -0.4588], [1.0265, 2.0829, 1.1188], [1.6068, -2.9825, -1.4036], [-4.3844, 2.2602, -0.1946]]}

---

No. 4
{"formula": "C18H39NO2", "method": "ωB97M-V with the def2-TZVPD basis set", "smiles": "CCCCCCCCCCCCCCC[C@@H](O)[C@H](N)CO", "relative_energy_kcal_mol": 6.2, "e_lumo_ev": 0.866, "e_homo_ha": -0.343, "orbital_gap_ev": 10.210, "species": ["H", "C", "C", "H", "H", "H", "H", "H", "H", "H", "H", "H", "H", "C", "C", "H", "H", "O", "H", "C", "H", "C", "C", "C", "H", "H", "C", "C", "O", "H", "H", "H", "H", "H", "H", "N", "C", "H", "C", "H", "H", "C", "H", "H", "H", "H", "C", "H", "H", "H", "H", "C", "C", "H", "C", "C", "H", "H", "H", "H"], "coordinates": [[1.7650, 4.9302, 3.3420], [-0.0376, 4.1745, 0.2932], [-1.1307, -6.2757, 2.7114], [2.4257, 5.2440, 0.5360], [-2.3304, -8.0228, 3.0137], [1.5595, 0.2924, -2.8064], [0.1465, 6.3324, 0.2902], [-1.0432, 2.6268, -1.7377], [1.5165, 4.1927, -1.2042], [-2.2421, -6.9536, 0.1564], [-1.7990, -4.7260, 0.4853], [-1.1260, 4.0804, 0.3193], [-0.6553, 0.0509, -1.5889], [0.4316, 4.0799, -1.1557], [-0.3286, -0.6432, -2.3640], [-1.0423, 1.2979, -3.9108], [0.6310, 7.1259, 2.9401], [-0.5116, 5.7365, 2.0864], [0.3935, 3.3594, 0.8790], [2.2284, 6.9198, 1.8826], [2.9835, 4.2439, 2.5078], [-0.6193, -2.5401, -0.7122], [0.5070, 2.6279, -3.2273], [0.0373, -3.7356, -0.0264], [-1.1838, -3.6537, 1.7395], [0.8739, -0.6375, -4.1298], [0.0426, 2.7401, -1.7777], [-0.2205, -5.5740, 1.6934], [1.5820, 7.2695, 3.0786], [-0.5409, -6.5470, 3.5901], [-1.5188, -2.8720, -1.2361], [-1.0139, -8.2498, 1.8651], [0.3516, 1.4202, -4.9763], [0.3280, -4.4704, -0.7813], [-1.2173, -0.9638, -2.9130], [2.0068, 4.5072, 2.4474], [-2.7629, -7.3174, 1.0380], [1.2246, -1.5394, -1.1775], [0.3202, -1.8569, -1.7028], [-0.9284, -1.8166, 0.0463], [0.6212, -2.5729, -2.4713], [-1.7910, -7.5524, 2.1874], [0.1168, -6.2969, 0.9476], [-0.0115, 4.8937, -1.7347], [3.3012, 6.9442, 2.0991], [-3.5199, -6.5892, 1.3216], [0.6276, 0.0605, -3.3264], [0.6704, -5.2000, 2.2035], [0.1214, 3.4847, -3.7862], [-3.2642, -8.2464, 0.7740], [0.9487, -3.4053, 0.4782], [-0.8914, -4.3944, 0.9909], [0.3323, 5.4965, 0.9739], [2.0179, 7.6525, 1.0897], [0.0484, 1.3479, -3.9294], [1.8180, 5.5110, 1.4045], [1.5981, 2.6813, -3.2598], [-0.4300, 4.9692, 2.6667], [-1.9055, -5.5814, 3.0434], [0.4889, 1.9397, -1.1865]]}

---

Max |F| values (in eV/A) by entry order: 0.6 1.8 4.6 0.9.
DFT total energy values (in eV) by entry order: -47924.7167 -73953.9012 -24882.1763 -24884.5000.